This record from OMol25 describes a 7-piece molecular cluster, C14H28Br14 overall in a non-equilibrium geometry. The level of theory is ωB97M-V/def2-TZVPD.

The geometry in XYZ format:
```
56
Properties=species:S:1:pos:R:3:forces:R:3
Br 0.2513 3.7759 -5.8390 0.371 -0.409 0.083
C 0.5325 2.0515 -4.9487 0.145 -0.302 -0.774
C 1.9604 1.4828 -5.0863 -0.982 0.814 0.026
Br 2.4767 1.2324 -6.9742 -0.311 -0.238 0.682
H -0.1322 1.3232 -5.4132 -0.064 0.248 -0.354
H 0.1382 2.1245 -3.9351 0.636 0.283 0.182
H 1.8481 0.5427 -4.5461 0.804 -0.218 -0.323
H 2.7566 2.1247 -4.7093 -0.312 -0.194 0.274
Br -2.2123 2.3589 -1.7653 0.011 0.938 -0.695
C -2.7720 4.1399 -2.5068 -1.719 -0.263 0.852
C -2.6529 4.3178 -3.9951 1.345 -0.233 -0.474
Br -2.7468 6.2485 -4.4136 -0.045 -0.797 0.099
H -2.3411 4.9285 -1.8899 0.602 -0.317 -0.374
H -3.8237 4.1453 -2.2206 -0.010 -0.002 -0.053
H -3.3172 3.7736 -4.6665 -0.662 0.259 0.624
H -1.6858 3.9602 -4.3485 0.083 0.584 0.243
Br -5.5178 1.5096 1.4704 1.058 -0.784 -0.440
C -4.0223 0.1912 1.0949 -0.343 0.477 -0.655
C -4.4665 -1.1917 1.4440 -1.906 0.259 0.410
Br -3.0115 -2.2171 2.0568 0.160 -0.916 0.234
H -3.1517 0.5199 1.6624 -0.288 0.138 -0.102
H -3.8376 0.1404 0.0219 0.139 0.971 0.039
H -4.9364 -1.7081 0.6069 0.227 0.090 -0.046
H -5.2551 -1.0901 2.1896 0.345 -0.531 0.382
Br 0.1607 -0.3138 -2.2042 -0.433 -0.262 0.714
C -0.5564 -0.3990 -0.3329 -0.870 -0.015 -1.146
C 0.4375 -1.0928 0.4895 1.937 0.563 0.801
Br -0.1182 -0.6894 2.3558 1.022 -0.477 -0.449
H -1.5145 -0.9184 -0.3123 0.050 0.020 -0.466
H -0.7280 0.6298 -0.0165 0.280 -0.085 -0.178
H 1.4148 -0.6418 0.3178 -0.073 0.586 0.560
H 0.7292 -2.1242 0.2912 -1.235 -0.316 0.328
Br 4.2192 -0.4998 1.0102 0.732 0.014 0.347
C 5.2688 -0.8721 2.6551 -0.165 -0.191 0.117
C 4.5744 -2.1140 3.2650 0.826 1.436 0.266
Br 5.3295 -2.3694 5.1016 -0.375 -0.119 -0.956
H 5.3289 0.0580 3.2202 -1.014 -0.213 0.308
H 6.3339 -1.0151 2.4733 -0.212 -0.609 -0.751
H 4.7837 -2.9607 2.6112 -0.033 -0.135 0.492
H 3.5039 -1.9345 3.3651 0.198 -0.175 0.157
Br 2.0090 2.9440 2.8177 0.373 -0.180 -0.210
C 0.1200 2.8218 2.4958 -1.137 0.056 0.853
C -0.5347 2.7387 3.9055 -0.931 -0.478 -0.513
Br -2.4882 2.2170 3.7786 0.789 0.484 -0.151
H -0.1716 1.9464 1.9155 0.567 -0.132 0.302
H -0.1448 3.6642 1.8569 -0.169 0.257 0.615
H -0.5294 3.6257 4.5390 0.151 0.090 -0.505
H -0.1751 1.9025 4.5051 0.391 0.135 -0.396
Br 2.3121 -7.6035 -0.3885 0.198 -0.152 -0.228
C 1.2454 -6.9118 1.0704 -0.227 1.287 -0.269
C 0.8597 -5.4564 0.6662 0.250 -0.793 -0.145
Br 0.1124 -4.3532 2.1447 0.364 -0.815 -0.756
H 1.8848 -6.9406 1.9527 -0.400 -0.143 -0.025
H 0.3674 -7.5576 1.0857 0.208 0.163 0.518
H 0.1666 -5.5338 -0.1715 -0.420 0.271 0.391
H 1.7181 -4.9312 0.2474 0.072 0.072 0.530
```
Positions in Å, forces in eV/Å.

Results
E_tot, Ha: -36586.39009
Energy relative to the best compared isomer or geometry (same formula, charge and spin), eV: 2.1643
SMILES: BrCCBr.BrCCBr.BrCCBr.BrCCBr.BrCCBr.BrCCBr.BrCCBr
Kohn-Sham gap, eV: 9.9
Max |F|, eV/A: 2.17
Lowest unoccupied orbital energy, Ha: 0.0031